Record 1
{"formula": "C12H19F6HgNO10P3V", "method": "wB97M-V/def2-TZVPD", "symbols": ["V", "Hg", "O", "P", "O", "F", "F", "O", "P", "O", "F", "F", "O", "P", "O", "F", "F", "O", "C", "O", "C", "C", "C", "H", "H", "H", "H", "H", "H", "O", "C", "O", "C", "C", "C", "H", "H", "H", "H", "H", "H", "C", "C", "C", "C", "N", "H", "H", "H", "H", "H", "H", "H"], "coordinates": [[0.6878, 3.7480, -1.5199], [0.2099, -1.5070, -1.7978], [1.9547, 2.3026, -2.3812], [2.6359, 1.0471, -2.7020], [2.1148, -0.2340, -2.1789], [4.1099, 1.1628, -2.2285], [2.8532, 0.9829, -4.2231], [0.0310, -0.0312, -0.1453], [0.6650, 1.0149, 0.6789], [0.7873, 2.3981, 0.1927], [2.0715, 0.5156, 1.0829], [-0.0223, 1.0012, 2.0437], [-0.5726, 0.1236, -3.0541], [-1.2531, 1.4159, -3.2943], [-0.7041, 2.6461, -2.6979], [-2.7433, 1.3201, -2.9534], [-1.3053, 1.6144, -4.8093], [1.9330, -2.5112, -0.7483], [3.1345, -2.6238, -0.6333], [3.8114, -3.4734, -1.3944], [5.1999, -3.4971, -1.0280], [5.3151, -2.7114, 0.2898], [4.0515, -1.8181, 0.2313], [5.8210, -3.0274, -1.7890], [5.5290, -4.5237, -0.8961], [6.2027, -2.0918, 0.3397], [5.1991, -3.3497, 1.1627], [4.2414, -0.8935, -0.3186], [3.6182, -1.6026, 1.2005], [-1.2189, 4.2375, -0.5159], [-2.2974, 3.7238, -0.3027], [-2.4163, 2.7327, 0.5632], [-3.7919, 2.2879, 0.6230], [-4.6066, 3.4650, 0.1153], [-3.6401, 4.1207, -0.8599], [-4.0325, 1.9577, 1.6284], [-3.9231, 1.4274, -0.0393], [-4.9043, 4.1585, 0.9085], [-5.5780, 3.1755, -0.2852], [-3.6966, 5.1887, -1.0397], [-3.7118, 3.6362, -1.8429], [-0.6929, -2.6391, 2.1248], [-1.2456, -1.9468, 3.3678], [-2.7480, -1.7237, 3.3384], [-3.5114, -2.9328, 3.0314], [-4.0848, -3.8864, 2.7574], [-0.0199, -3.4601, 2.3646], [-0.2184, -1.9161, 1.4601], [-1.4735, -3.1205, 1.5242], [-0.7044, -1.0165, 3.5309], [-0.9775, -2.5508, 4.2384], [-2.9984, -0.9782, 2.5775], [-3.0846, -1.3379, 4.3028]], "mulliken_spin": [2.984, 0.002, 0.011, 0.002, 0.001, 0.000, 0.000, 0.002, -0.004, -0.001, -0.001, -0.002, 0.002, 0.002, -0.013, 0.000, 0.000, 0.000, 0.000, 0.000, 0.000, 0.000, 0.000, 0.000, 0.000, 0.000, 0.000, 0.000, 0.000, 0.016, 0.000, -0.001, 0.000, 0.000, 0.001, 0.000, 0.000, 0.000, 0.000, 0.000, 0.000, 0.000, 0.000, 0.000, 0.000, 0.000, 0.000, 0.000, 0.000, 0.000, 0.000, 0.000, 0.000], "homo_energy_ev": [-12.336, -13.449], "e_lumo_ha": [-0.18814, -0.18816], "s2": 3.75, "orbital_gap_ev": [7.22, 8.33], "multiplicity": 4, "total_charge": 1}


Record 2
{"formula": "C37H45N5O4Pd", "method": "wB97M-V/def2-TZVPD", "symbols": ["Pd", "C", "C", "C", "C", "C", "C", "C", "C", "C", "C", "C", "C", "N", "C", "O", "C", "C", "C", "C", "C", "N", "C", "O", "N", "C", "C", "C", "C", "C", "C", "C", "C", "C", "C", "C", "C", "H", "H", "H", "H", "H", "H", "H", "H", "H", "H", "H", "H", "H", "H", "H", "H", "H", "H", "H", "H", "H", "H", "H", "H", "H", "H", "H", "H", "H", "H", "H", "H", "H", "H", "H", "H", "H", "C", "N", "C", "C", "C", "O", "N", "C", "O", "H", "H", "H", "H", "H", "C", "H", "H", "H"], "coordinates": [[0.0953, -0.4114, 0.1395], [3.1776, -2.7425, 1.9463], [3.3894, -2.7973, 0.4320], [3.4034, -1.3864, -0.1567], [2.3919, -3.6411, -0.3231], [2.8704, -4.4458, -1.3402], [2.0207, -5.2587, -2.0667], [0.6736, -5.3190, -1.7431], [0.1348, -4.5492, -0.7271], [-1.2960, -4.7474, -0.2611], [-1.9910, -5.9303, -0.9381], [-2.2128, -3.5251, -0.4199], [1.0030, -3.6459, -0.0408], [0.5020, -2.7583, 0.8729], [-0.0020, -3.1236, 2.0453], [0.1049, -4.2465, 2.5380], [-0.7513, -2.0403, 2.7592], [-1.2701, -2.2901, 4.0255], [-2.0784, -1.3396, 4.6258], [-2.3706, -0.1864, 3.9186], [-1.8034, -0.0097, 2.6614], [-0.9926, -0.9068, 2.1075], [-2.1020, 1.2370, 1.8937], [-3.0168, 1.9838, 2.2317], [-1.3668, 1.3965, 0.7936], [-1.1285, 2.5976, 0.2017], [-1.4851, 2.7607, -1.1668], [-1.1585, 3.9418, -1.8010], [-0.5369, 4.9699, -1.1048], [-0.2438, 4.8326, 0.2431], [-0.5130, 3.6598, 0.9237], [-0.2187, 3.5382, 2.3989], [-1.2615, 4.3309, 3.1961], [1.1955, 3.9690, 2.7901], [-2.3114, 1.6705, -1.7988], [-3.7392, 1.7467, -1.2332], [-2.3689, 1.7304, -3.3204], [4.1182, -2.4925, 2.4316], [2.8393, -3.7007, 2.3328], [2.4482, -1.9772, 2.2054], [4.3707, -3.2515, 0.2529], [2.4347, -0.9091, 0.0541], [3.5537, -1.4163, -1.2364], [4.1983, -0.7955, 0.2967], [3.9258, -4.4405, -1.5662], [2.4121, -5.8764, -2.8604], [0.0504, -5.9895, -2.3104], [-1.2260, -4.9817, 0.8090], [-2.1178, -5.7479, -2.0040], [-2.9800, -6.0626, -0.5039], [-1.4357, -6.8539, -0.7968], [-2.4684, -3.3844, -1.4694], [-1.7587, -2.6065, -0.0437], [-3.1373, -3.6942, 0.1307], [-1.0321, -3.2353, 4.4880], [-2.4856, -1.4984, 5.6125], [-3.0258, 0.5850, 4.2935], [-1.4078, 4.0766, -2.8423], [-0.3211, 5.9043, -1.6034], [0.2050, 5.6654, 0.7627], [-0.3093, 2.4845, 2.6836], [-1.2232, 5.3901, 2.9510], [-1.0686, 4.2094, 4.2609], [-2.2562, 3.9511, 2.9760], [1.4491, 4.9522, 2.4037], [1.9105, 3.2402, 2.4217], [1.2737, 4.0012, 3.8753], [-1.8681, 0.7038, -1.4911], [-4.1976, 2.6903, -1.5261], [-3.7481, 1.6874, -0.1479], [-4.3344, 0.9269, -1.6319], [-2.8527, 2.6477, -3.6509], [-2.9538, 0.8944, -3.6966], [-1.3710, 1.6646, -3.7440], [2.1822, 3.6561, -3.8194], [2.0740, 3.0275, -2.5228], [2.7044, 3.5218, -1.4383], [2.6335, 2.9218, -0.2287], [1.8211, 1.7409, -0.1196], [1.6222, 1.1170, 0.9549], [1.2385, 1.2579, -1.2257], [1.3262, 1.8296, -2.4368], [0.8070, 1.3875, -3.4447], [2.0898, 4.7381, -3.7351], [1.3790, 3.2648, -4.4445], [3.1374, 3.4071, -4.2893], [3.2631, 4.4378, -1.5827], [3.1620, 3.3095, 0.6236], [0.0444, -1.2630, -1.9586], [-0.0843, -0.4581, -2.6717], [-0.7672, -1.9811, -1.9994], [1.0132, -1.7399, -2.0804]], "mulliken_spin": [1.270, 0.001, 0.014, 0.045, 0.126, -0.068, 0.156, -0.061, 0.074, 0.022, -0.003, -0.036, 0.140, 0.365, 0.000, 0.081, 0.009, 0.001, 0.000, 0.004, -0.057, 0.109, 0.036, 0.061, 0.417, 0.183, 0.087, -0.081, 0.131, -0.071, 0.058, 0.020, 0.018, 0.009, -0.063, 0.019, 0.003, 0.000, 0.001, -0.004, 0.004, -0.018, 0.003, -0.002, 0.002, 0.005, 0.005, 0.001, 0.001, 0.000, 0.002, 0.000, 0.026, -0.002, 0.000, 0.000, 0.001, 0.002, -0.001, 0.007, -0.005, 0.001, 0.001, -0.003, 0.000, -0.001, 0.000, 0.044, -0.002, -0.001, -0.001, 0.000, 0.000, 0.000, 0.002, 0.004, -0.004, 0.009, -0.037, 0.126, 0.069, 0.035, -0.002, 0.000, 0.000, 0.000, 0.000, 0.002, 0.826, -0.059, -0.051, -0.002], "homo_energy_ev": [-7.760, -7.927], "e_lumo_ha": [-0.00112, -0.11466], "s2": 6.06, "de_lowest_ev": 1.271, "orbital_gap_ev": [7.73, 4.81], "multiplicity": 5, "total_charge": 0}


Record 3
{"formula": "C5H8N2", "method": "wB97M-V/def2-TZVPD", "symbols": ["C", "C", "N", "C", "C", "C", "N", "H", "H", "H", "H", "H", "H", "H", "H"], "coordinates": [[-0.6765, 1.1950, -1.4750], [-0.8808, 0.0974, -0.4488], [-0.0113, -1.0312, -0.7265], [0.0930, -0.4053, 0.5906], [1.3824, 0.2630, 1.0213], [-0.4704, -1.2941, 1.6063], [-0.8567, -2.1407, 2.2959], [-1.5266, 1.8785, -1.5387], [0.2464, 1.7654, -1.3429], [-0.5870, 0.6718, -2.4335], [-1.9211, -0.0916, -0.1783], [-0.5060, -1.9158, -0.6792], [1.6356, 1.1007, 0.3680], [1.2831, 0.6411, 2.0445], [2.2048, -0.4584, 1.0043]], "mulliken_charge": [-1.235, -0.116, -0.680, 1.107, -1.275, 0.022, -0.487, 0.342, 0.314, 0.262, 0.473, 0.303, 0.357, 0.352, 0.259], "homo_energy_ev": -10.210, "e_lumo_ha": 0.03211, "de_lowest_ev": 1.519, "orbital_gap_ev": 11.08, "total_charge": 0}


Record 4
{"formula": "C14H16", "method": "wB97M-V/def2-TZVPD", "symbols": ["C", "C", "C", "C", "C", "C", "C", "C", "C", "C", "C", "C", "C", "C", "H", "H", "H", "H", "H", "H", "H", "H", "H", "H", "H", "H", "H", "H", "H", "H"], "coordinates": [[2.6673, -2.6523, -1.4455], [1.6942, -2.1591, -0.7777], [0.8894, -1.5525, 0.0971], [-0.0490, -2.3224, 0.8052], [-0.4997, -1.9290, 1.9638], [-0.1076, -0.6724, 2.6103], [0.5170, 0.2331, 1.8312], [0.7456, -0.0784, 0.3610], [1.1747, 0.9514, -0.6279], [2.2996, 1.1254, -1.4789], [-0.0865, 1.0847, -0.3367], [-1.4778, 1.4216, -0.6973], [-2.3321, 0.2184, -0.1297], [-2.1331, 2.6750, -0.0933], [3.7270, -2.7115, -1.0648], [2.4504, -2.7991, -2.4982], [-0.3403, -3.2166, 0.2827], [-1.3524, -2.3795, 2.5958], [-0.2848, -0.4804, 3.7602], [0.8908, 1.2363, 2.0396], [2.3082, 0.3960, -2.3002], [3.2107, 0.9705, -0.9100], [2.2824, 2.0947, -1.8888], [-1.5040, 1.5855, -1.8690], [-1.9892, -0.7950, -0.3393], [-3.4077, 0.2775, -0.4064], [-2.2661, 0.4192, 0.9200], [-3.0345, 2.7779, -0.6824], [-1.6637, 3.4949, -0.6139], [-2.3287, 2.7859, 0.8930]], "mulliken_charge": [-1.000, -0.190, 0.992, -1.180, 0.022, -0.552, -0.417, 0.540, 0.419, -1.558, -0.190, 0.524, -1.396, -1.462, 0.254, 0.289, 0.387, 0.279, 0.238, 0.424, 0.279, 0.344, 0.425, 0.224, 0.285, 0.418, 0.345, 0.402, 0.420, 0.437], "homo_energy_ev": -7.274, "e_lumo_ha": 0.02868, "de_lowest_ev": 6.782, "orbital_gap_ev": 8.05, "total_charge": 0}


Record 5
{"formula": "C5H8O2", "method": "wB97M-V/def2-TZVPD", "symbols": ["C", "C", "O", "C", "C", "C", "O", "H", "H", "H", "H", "H", "H", "H", "H"], "coordinates": [[-1.5159, -0.7635, -0.0339], [-0.5164, 0.3819, -0.0787], [-1.1336, 1.5690, -0.4459], [0.5996, 0.3760, 1.0412], [1.5249, -0.5877, 0.0685], [0.7340, 0.1863, -0.9068], [1.1291, 1.0262, -1.6939], [-2.4407, -0.4544, 0.4615], [-1.7668, -1.0388, -1.0618], [-1.1226, -1.6453, 0.4802], [-0.5618, 1.9008, -1.1686], [0.9028, 1.4141, 1.2310], [0.3771, -0.1463, 1.9673], [2.5958, -0.6198, -0.1754], [1.1946, -1.5982, 0.3155]], "mulliken_charge": [-1.354, 1.041, -0.628, -0.909, -0.612, 0.540, -0.646, 0.391, 0.316, 0.301, 0.361, 0.297, 0.333, 0.309, 0.262], "homo_energy_ev": -9.782, "e_lumo_ha": 0.03335, "de_lowest_ev": 1.567, "orbital_gap_ev": 10.69, "total_charge": 0}


Record 6
{"formula": "C34H53AgN8O2P", "method": "wB97M-V/def2-TZVPD", "symbols": ["Ag", "O", "C", "O", "C", "C", "C", "C", "C", "C", "N", "C", "C", "C", "C", "C", "C", "N", "H", "H", "H", "H", "H", "H", "H", "H", "H", "H", "N", "P", "N", "C", "C", "C", "C", "C", "N", "C", "C", "C", "C", "C", "N", "C", "C", "C", "C", "C", "H", "H", "H", "H", "H", "H", "H", "H", "H", "H", "H", "H", "H", "H", "H", "H", "H", "H", "H", "H", "H", "H", "H", "H", "H", "H", "H", "H", "H", "H", "C", "C", "N", "C", "C", "N", "C", "C", "H", "H", "H", "H", "H", "H", "H", "H", "H", "H", "H", "H", "H"], "coordinates": [[-1.3287, -0.4934, 0.1381], [-1.6398, -8.0289, 0.2764], [-2.7684, -7.4382, -0.1693], [-3.6753, -8.0995, -0.5818], [-2.8164, -5.9388, -0.1283], [-4.0730, -5.3441, -0.1722], [-4.1984, -3.9681, -0.1527], [-3.0591, -3.1660, -0.1084], [-1.8019, -3.7538, -0.0448], [-1.6836, -5.1331, -0.0694], [-3.1597, -1.7500, -0.1044], [-3.9820, -1.2285, -0.9249], [-4.2313, 0.2247, -0.9974], [-5.1053, 0.7113, -1.9570], [-5.3100, 2.0830, -2.0351], [-4.6378, 2.9023, -1.1498], [-3.7833, 2.3173, -0.2172], [-3.5797, 1.0133, -0.1382], [-1.0466, -7.3841, 0.6772], [-4.9450, -5.9820, -0.2177], [-5.1805, -3.5131, -0.1459], [-0.9199, -3.1237, -0.0096], [-0.6879, -5.5617, -0.0743], [-4.5478, -1.8244, -1.6437], [-5.6062, 0.0325, -2.6351], [-5.9790, 2.4983, -2.7765], [-4.7611, 3.9760, -1.1735], [-3.2255, 2.9325, 0.4800], [0.4776, 0.4701, 0.4543], [1.3442, 0.8358, -0.7823], [0.5698, 1.6553, -2.0525], [-0.4525, 2.6141, -1.6335], [-0.7553, 3.6048, -2.7483], [-1.2122, 2.8661, -4.0018], [-0.2027, 1.7852, -4.3768], [0.0833, 0.8758, -3.1890], [2.6487, 1.8509, -0.4428], [3.5566, 1.3385, 0.5903], [3.5142, 2.2181, 1.8335], [4.0357, 3.6261, 1.5020], [3.7707, 3.9659, 0.0273], [2.4835, 3.3062, -0.4423], [2.1364, -0.4319, -1.5215], [1.8344, -1.8210, -1.1974], [3.1097, -2.6494, -1.2672], [3.6549, -2.6823, -2.7021], [3.3475, -1.3685, -3.4376], [3.2312, -0.1997, -2.4685], [-0.1284, 3.1271, -0.7300], [-1.3760, 2.0732, -1.3667], [0.1472, 4.1845, -2.9644], [-1.5229, 4.3084, -2.4148], [-1.3619, 3.5607, -4.8299], [-2.1828, 2.3934, -3.8019], [0.7367, 2.2469, -4.6944], [-0.5732, 1.1876, -5.2129], [0.8172, 0.1190, -3.4543], [-0.8453, 0.3424, -2.9112], [4.5837, 1.3038, 0.2067], [3.2701, 0.3120, 0.8270], [4.0998, 1.7701, 2.6420], [2.4691, 2.2655, 2.1585], [5.1057, 3.6866, 1.7086], [3.5511, 4.3641, 2.1460], [4.5929, 3.6146, -0.6001], [3.7071, 5.0455, -0.1113], [2.2183, 3.6247, -1.4507], [1.6707, 3.6281, 0.2284], [1.0841, -2.2428, -1.8855], [1.4008, -1.8438, -0.1964], [2.9257, -3.6612, -0.9005], [3.8435, -2.1966, -0.5940], [3.2070, -3.5144, -3.2491], [4.7306, -2.8665, -2.6848], [2.4057, -1.4601, -3.9859], [4.1186, -1.1515, -4.1777], [3.0411, 0.7280, -3.0113], [4.1833, -0.0598, -1.9399], [-0.2891, 0.0158, 5.8508], [-1.2652, -0.5925, 4.8104], [-0.8112, -0.3059, 3.4592], [0.5382, -0.8312, 3.2608], [1.5350, -0.1074, 4.1938], [0.7348, 0.8021, 5.0867], [0.0601, 1.8619, 4.2599], [-0.8278, 1.1372, 3.2212], [0.2485, -0.7379, 6.4239], [-0.7750, 0.7032, 6.5414], [-2.2642, -0.1789, 4.9446], [-1.3262, -1.6712, 4.9492], [0.8136, -0.6440, 2.2185], [0.5278, -1.9018, 3.4682], [2.2281, 0.5263, 3.6416], [2.0975, -0.7802, 4.8401], [1.3640, 1.2517, 5.7471], [0.8501, 2.4485, 3.7928], [-0.4962, 2.4954, 4.9503], [-0.4481, 1.3081, 2.2096], [-1.8567, 1.4916, 3.2916]], "mulliken_charge": [-0.018, -0.461, 0.621, -0.525, 0.747, -0.936, -0.116, 0.150, -0.136, -1.222, -0.249, -0.305, 0.599, -0.733, -0.523, -0.660, -0.023, -0.233, 0.297, 0.456, 0.638, 0.315, 0.329, 0.584, 0.399, 0.460, 0.415, 0.394, 1.054, -2.336, 0.736, 0.091, -1.095, -0.586, -1.014, 0.400, 0.400, -0.798, -0.385, -0.930, -1.081, -0.224, 1.511, -0.261, -0.984, -0.611, -0.865, -1.015, 0.504, -0.482, 0.250, 0.419, 0.417, 0.134, 0.330, 0.398, -0.152, -0.145, 0.395, 0.465, 0.634, -0.222, 0.334, 0.364, 0.350, 0.456, 0.272, 0.193, 0.109, -0.043, 0.401, 0.258, 0.345, 0.344, 0.196, 0.489, 0.493, 0.407, -0.555, -0.664, -0.059, 0.844, -0.308, -0.120, -0.832, 0.739, 0.356, 0.374, 0.355, 0.389, -1.031, 0.561, -0.136, 0.329, 0.324, 0.503, 0.275, -1.040, 0.511], "homo_energy_ev": -9.546, "e_lumo_ha": -0.10973, "de_lowest_ev": 0.523, "orbital_gap_ev": 6.56, "total_charge": 1}